A cluster of 3 separate species, C3H3NO2 in total in a non-equilibrium geometry. Source: the OMol25 dataset; level of theory: ωB97M-V/def2-TZVPD.

Bonds (Å) are listed after each position.
Atoms and positions in Å:
1 C -1.661 0.119 0.150  O2 1.204, H8 1.107, H9 1.100
2 O -0.984 0.900 -0.468  C1 1.204
3 C 1.228 0.794 -1.127  O4 1.133
4 O 1.380 1.803 -1.618  C3 1.133
5 C 1.311 -1.026 0.703  N6 1.153, H7 1.067
6 N 2.427 -1.051 0.989  C5 1.153
7 H 0.266 -1.043 0.485  C5 1.067
8 H -1.529 -0.021 1.239  C1 1.107
9 H -2.439 -0.475 -0.354  C1 1.100

## Properties
Maximum force: 1.92 eV/A
Relative energy (zero: lowest compared OMol25 entry of this formula, charge and spin): 3.130 eV
Charge: 0
Orbital gap: 10.921 eV
E: -321.26263 Ha
E_LUMO: -0.222 eV
E_HOMO: -11.143 eV

The molecule C3H4NP in a non-equilibrium geometry. Source: the OMol25 dataset; level of theory: ωB97M-V/def2-TZVPD.

Bonds (Å) are listed after each position.
Atoms and positions in Å:
1 C -1.018 0.411 -0.329  N2 1.374, C5 1.346, H6 1.191
2 N -0.938 -0.944 -0.114  C1 1.374, C3 1.293
3 C 0.294 -1.327 -0.034  N2 1.293, P4 1.855, H7 1.148
4 P 1.503 0.073 -0.176  C3 1.855, C5 1.752, H8 1.539
5 C 0.115 1.136 -0.291  C1 1.346, P4 1.752, H9 1.114
6 H -2.104 0.895 -0.400  C1 1.191
7 H 0.551 -2.414 0.234  C3 1.148
8 H 1.349 -0.073 1.349  P4 1.539
9 H 0.248 2.242 -0.239  C5 1.114

## Properties
Maximum force: 3.63 eV/A
Relative energy (zero: lowest compared OMol25 entry of this formula, charge and spin): 0.669 eV
Charge: 0
SMILES string: C1=NC=[PH]=C1
Orbital gap: 9.882 eV
E: -512.75131 Ha
E_LUMO: 0.308 eV
E_HOMO: -9.574 eV